No. 1
The following is a quantum chemistry calculation of a molecular structure, C27H72Mn2N4O15S, from OMol25.

```
121
Properties=species:S:1:pos:R:3:forces:R:3
Mn -3.167183 1.037747 -0.240449 -0.4 1.0 0.1
Mn 1.311327 -2.306209 -0.004018 0.5 -0.1 0.2
S -0.338753 -0.345487 0.787180 -0.2 -0.1 0.5
O -0.336284 0.316560 2.049418 -0.2 0.2 0.5
O 0.941887 -0.224597 0.071279 1.2 1.0 -1.1
O -0.393176 -1.826512 0.934688 -1.9 -1.0 0.8
O -1.483912 0.133920 -0.018264 1.6 -1.0 -0.5
C 5.747082 6.686447 1.803056 -0.4 1.3 0.3
O 5.049251 5.504611 1.519277 0.2 -0.4 -0.6
C 5.394053 4.432229 2.355145 0.7 -0.1 1.3
C 4.667045 3.196535 1.910089 0.0 0.3 -2.0
N 5.239559 2.794444 0.607799 0.2 0.0 0.5
C 4.513636 1.754230 -0.079866 0.5 -0.2 0.0
C 3.222768 2.177831 -0.760185 0.0 -0.3 -0.5
O 3.561824 3.149833 -1.737620 0.0 -0.3 0.1
C 2.533596 3.366019 -2.658549 -0.4 0.8 0.2
H 5.223498 7.246664 2.589302 0.2 -0.2 0.2
H 5.717456 7.365963 0.949649 0.0 -0.4 -0.3
H 6.795652 6.586855 2.092003 0.0 -0.5 0.0
H 5.211515 4.683859 3.410975 -0.5 0.0 -0.1
H 6.475190 4.231438 2.356963 0.0 0.1 -0.4
H 3.625750 3.484293 1.705827 -0.2 -0.2 0.8
H 4.790539 2.334180 2.562417 -0.3 0.3 0.4
H 5.362452 3.611860 0.022201 -0.1 0.0 -0.1
H 4.379213 0.910233 0.605613 -0.4 0.2 0.2
H 5.187833 1.331839 -0.831519 -0.2 0.2 -0.3
H 2.446445 2.549085 -0.079958 0.2 0.3 0.2
H 2.748422 1.319840 -1.255719 0.1 -0.2 -0.1
H 2.361232 2.549413 -3.369922 0.2 -0.2 0.2
H 2.760886 4.271589 -3.221304 0.2 -0.1 -0.1
H 1.598429 3.578523 -2.116221 -0.1 -0.1 -0.1
C -1.158805 6.818783 0.229373 -0.3 -0.4 -0.3
O -1.492230 5.434981 0.390858 0.1 0.1 0.1
C -0.345460 4.616482 0.427581 -0.5 -0.4 -0.3
C -0.798698 3.160734 0.462788 0.1 -0.3 0.1
N -1.916924 2.910948 -0.504601 0.3 0.5 0.1
C -1.360176 2.805053 -1.873261 0.2 1.1 -0.6
C -2.406457 2.376522 -2.875228 -0.6 0.5 0.2
O -2.987661 1.174055 -2.360397 0.0 -0.8 -0.5
C -3.589714 0.320116 -3.331656 -0.1 0.1 -1.0
H -0.472358 6.941537 -0.612596 0.1 0.0 0.0
H -0.700790 7.220102 1.132565 -0.1 0.1 0.1
H -2.095649 7.309701 -0.018423 0.1 0.2 0.2
H 0.246476 4.809637 1.325208 0.3 0.1 -0.3
H 0.206813 4.756176 -0.509959 0.4 0.3 0.3
H -1.098432 2.873793 1.469844 -0.1 0.0 -0.1
H 0.048107 2.538766 0.167656 0.0 -0.1 0.2
H -2.324381 3.854287 -0.494445 -0.7 -0.3 0.0
H -0.463872 2.186492 -1.939372 -0.3 -0.4 0.4
H -1.011179 3.806689 -2.149044 0.0 -0.1 -0.3
H -2.015183 2.295353 -3.891064 0.3 -0.5 0.2
H -3.244732 3.077601 -2.969906 0.2 0.3 0.2
H -3.973067 0.914792 -4.163890 -0.2 0.1 0.1
H -4.406165 -0.253773 -2.913513 0.0 0.1 0.2
H -2.880108 -0.380866 -3.776218 0.2 0.0 0.3
C -3.178433 1.441567 2.951804 0.8 -0.8 1.1
O -3.585902 0.691716 1.801502 -0.5 0.6 0.0
C -4.246900 -0.527712 2.140842 -0.8 0.5 -0.5
C -5.051374 -0.997086 0.938776 -0.5 -0.2 0.0
N -4.375472 -0.798817 -0.370092 -0.6 -1.5 0.3
C -3.464810 -1.952269 -0.618959 0.0 -0.7 -0.6
C -4.108252 -3.166047 -1.327483 1.0 0.7 0.8
O -4.207845 -2.875614 -2.692643 -0.5 0.3 0.1
C -4.700022 -3.947859 -3.467496 0.5 -0.6 -0.9
H -2.394227 0.875884 3.465532 0.0 0.0 -0.1
H -3.993116 1.532314 3.670636 -0.2 0.3 -0.3
H -2.726784 2.396762 2.704315 -0.4 0.1 -0.4
H -5.065842 -0.280923 2.821374 0.6 -0.3 0.8
H -3.511228 -1.237189 2.519035 -0.1 -0.1 0.2
H -6.025381 -0.502067 0.911020 0.3 0.6 -0.1
H -5.378192 -2.029419 1.113111 0.5 -0.2 -0.1
H -5.123366 -0.998150 -1.032332 0.0 0.7 -0.2
H -3.009102 -2.308506 0.304541 -0.1 0.3 0.2
H -2.639110 -1.656409 -1.266581 0.0 0.2 0.0
H -5.058064 -3.484253 -0.886817 -0.1 0.0 0.0
H -3.343748 -3.929349 -1.132301 -0.3 -0.5 -0.3
H -5.665827 -4.363527 -3.174028 0.0 0.3 0.4
H -3.965492 -4.763635 -3.495358 -0.1 -0.1 0.2
H -4.772463 -3.608367 -4.500366 -0.1 0.2 0.1
C 0.447819 -1.196909 -2.872332 0.1 0.4 0.5
O 0.255462 -2.194128 -1.860308 0.1 -0.3 -0.5
C -0.241767 -3.452270 -2.351605 0.7 -0.5 0.6
C -0.315563 -4.394259 -1.138551 -1.1 0.9 0.1
N 0.965614 -4.460493 -0.400829 -0.4 -0.7 -0.6
C 2.012598 -5.264370 -1.058883 1.0 -0.1 0.1
C 1.676536 -6.692257 -1.446564 0.5 0.7 -1.1
O 0.965998 -6.618921 -2.679000 -0.2 -0.2 0.5
C 0.233322 -7.792122 -2.977666 -1.4 0.5 -0.1
H 1.138866 -0.466650 -2.452823 -0.1 0.1 0.0
H -0.511582 -0.702394 -3.031697 0.0 -0.1 -0.4
H 0.906829 -1.593934 -3.777713 -0.3 -0.2 0.0
H 0.500577 -3.823388 -3.061958 -0.3 -0.1 -0.3
H -1.219460 -3.306652 -2.813320 0.0 -0.1 0.0
H -0.787911 -5.351903 -1.360562 0.5 -0.1 -0.4
H -1.004447 -3.944658 -0.413526 0.0 0.2 -0.1
H 0.701386 -4.953863 0.448686 0.3 0.1 0.1
H 2.892332 -5.295753 -0.407099 -0.2 0.0 0.3
H 2.396241 -4.749831 -1.942695 -0.4 0.1 -0.1
H 1.164040 -7.235000 -0.646414 -0.2 -0.1 -0.1
H 2.634883 -7.162315 -1.692771 0.0 -0.3 0.5
H -0.569354 -7.939901 -2.239419 0.4 -0.2 0.4
H 0.814466 -8.706146 -3.089911 0.2 0.1 0.0
H -0.358516 -7.560894 -3.865507 0.5 -0.2 -0.3
C 1.271821 2.760351 3.776127 0.0 -1.0 0.2
O 0.273183 1.819385 4.168365 -0.3 0.3 -0.5
H 0.870644 3.569540 3.161345 0.0 0.1 0.1
H 1.726270 3.140164 4.687915 -0.1 0.2 -0.1
H 2.044626 2.217884 3.220371 0.1 0.3 -0.1
H -0.008735 1.357983 3.352564 0.3 0.2 0.7
C 3.163348 -3.272357 2.584992 0.9 0.7 0.5
O 1.873655 -3.117960 1.956912 0.9 -0.8 0.1
H 3.699010 -2.327981 2.491372 -0.2 0.1 0.0
H 3.043941 -3.482821 3.646902 -0.1 0.0 0.0
H 3.831542 -4.023885 2.158361 -0.5 -0.2 -0.3
H 1.427870 -3.945175 2.179247 -0.5 0.3 0.0
C 0.349822 -1.678824 4.428941 -0.6 1.2 0.8
O -0.650556 -2.547812 3.915539 0.5 -0.9 0.0
H -0.121920 -0.700195 4.516343 0.6 0.4 -0.4
H 0.627644 -1.864548 5.468988 -0.4 -0.9 -0.1
H 1.295113 -1.644271 3.889085 -0.2 0.0 -0.4
H -0.731282 -2.382703 2.969479 0.1 0.2 0.0
```
Forces are in eV/Å.

Properties
Spin multiplicity: 11
E_tot in eV: -139300.4300
Molar mass in g/mol: 834.8
Total charge: +2
<S²>: 30.006
E_LUMO (alpha / beta) in eV: -4.65 / -5.17
HOMO level (alpha / beta) in eV: -11.85 / -11.85
Orbital gap (alpha / beta) in Eh: 0.265 / 0.245

---

No. 2
The following is a quantum chemistry calculation of a molecular structure, C11H24Cl2CrO3Sb2Se4, from OMol25.

```
47
Properties=species:S:1:pos:R:3:forces:R:3
Cr -0.535884 -1.738746 1.032376 3.1 2.7 -1.4
C 0.502367 -0.081361 4.143531 -0.3 -0.3 -0.2
C 0.780155 0.675642 2.846282 0.2 0.0 0.0
C 1.275913 2.085788 3.124272 0.1 -0.2 -0.1
O -0.421959 0.728079 2.048732 0.2 0.7 0.4
C 1.831297 -0.105221 1.995847 -0.8 0.2 0.3
O 3.008498 0.157669 2.110380 0.6 0.2 0.1
O 1.351959 -0.995544 1.208553 -0.3 -0.3 -0.4
H -0.176674 0.482656 4.786558 0.1 0.2 0.0
H 1.429569 -0.278590 4.677621 0.1 0.1 0.1
H 0.013386 -1.041908 3.932642 0.3 0.3 0.1
H 0.653295 2.562870 3.882851 0.0 0.1 0.0
H 1.262344 2.684506 2.212306 0.0 0.0 0.0
H 2.302004 2.016407 3.473952 0.1 0.1 0.1
H -1.085865 1.203004 2.581473 0.2 -0.4 -0.3
Cl -2.696471 -2.513870 -1.285294 -0.2 -0.8 -0.7
C -1.357679 -3.608749 -1.658178 -0.2 0.3 0.4
Cl 0.117948 -3.020622 -0.719226 0.4 -1.9 -1.9
H -1.107264 -3.566307 -2.714501 0.1 0.2 0.1
H -1.599004 -4.621103 -1.283436 0.2 0.6 0.1
Se -2.692087 -4.632971 4.693106 -0.1 0.2 -0.3
Sb -2.001179 -4.093017 2.446519 0.1 -0.1 1.0
Se 0.359100 -3.179498 2.449524 0.5 -2.8 2.0
Se -2.452010 -1.458152 1.876557 -4.2 -0.7 1.7
Se -2.329334 -5.856964 0.819948 -0.1 0.3 -0.1
C -0.583407 3.214659 -1.564211 0.0 0.1 0.0
C -1.374199 2.065827 -0.983796 0.1 -0.6 0.0
Sb -0.382092 0.102974 -0.959288 0.3 1.1 -0.5
C -0.553132 -0.479660 -3.069627 0.0 0.0 0.5
C -0.656827 0.706903 -3.990113 0.0 0.1 -0.4
C 1.742999 0.644491 -1.014083 -0.4 -0.2 0.0
C 2.257670 1.212345 -2.314332 0.1 0.2 0.0
H -1.175597 4.128319 -1.509706 0.0 0.2 0.0
H -0.351749 3.031251 -2.608822 0.1 0.1 -0.1
H 0.347153 3.380873 -1.023860 0.1 0.0 0.0
H -2.269917 1.889620 -1.581625 -0.2 0.0 0.1
H -1.690993 2.303770 0.039254 0.1 -0.3 -0.2
H -1.437228 -1.104907 -3.218152 0.2 -0.1 0.3
H 0.335662 -1.073211 -3.308818 -0.1 0.0 0.1
H -1.537698 1.297585 -3.759935 -0.2 0.2 -0.1
H -0.732649 0.367203 -5.022104 -0.1 0.1 -0.2
H 0.212628 1.348165 -3.917103 0.1 0.2 -0.1
H 2.309218 -0.264490 -0.771975 -0.4 0.3 0.2
H 1.901491 1.355288 -0.194450 0.0 -0.2 -0.1
H 2.162284 0.497094 -3.127918 0.0 0.0 -0.1
H 3.313900 1.451585 -2.193728 0.1 0.1 -0.2
H 1.730056 2.120318 -2.588005 0.1 0.2 -0.2
```
Forces are in eV/Å.

Properties
Spin multiplicity: 4
E_tot in eV: -345867.8301
Molar mass in g/mol: 886.6
Total charge: -1
<S²>: 3.837
E_LUMO (alpha / beta) in eV: 2.00 / 1.98
HOMO level (alpha / beta) in eV: -4.46 / -4.57
Orbital gap (alpha / beta) in Eh: 0.237 / 0.241

---

No. 3
The following is a quantum chemistry calculation of a single C7H8O2 molecule, from OMol25.

```
17
Properties=species:S:1:pos:R:3:forces:R:3
C 2.074147 0.180683 0.794965 -0.4 0.1 0.6
C 1.821054 1.055823 -0.197259 0.6 -1.2 0.9
O 0.607686 1.498363 -0.634800 -0.6 -0.2 0.7
C -0.499652 0.829918 -0.192284 -0.8 -4.8 0.1
C -1.719336 1.386813 0.185115 1.0 1.8 -0.5
C -2.600209 0.358847 0.330669 -2.3 0.8 0.0
O -2.013793 -0.843535 0.084831 -0.4 0.4 0.3
C -0.742665 -0.607056 -0.195208 3.7 4.2 -1.5
C 0.202831 -1.673365 -0.607019 0.0 -1.5 0.8
H 1.214873 -0.150326 1.427414 0.9 0.2 -0.7
H 3.068245 -0.241391 1.116953 -1.1 1.0 -0.8
H 2.540446 1.498864 -0.837981 0.9 0.2 -0.3
H -1.633182 2.501506 0.165693 -1.5 -1.1 0.5
H -3.722891 0.370955 0.413840 1.7 -0.2 0.2
H 0.935879 -1.975615 0.135835 0.1 0.6 0.8
H 0.914947 -1.662867 -1.472645 -1.6 0.6 0.1
H -0.448372 -2.527619 -0.518120 -0.1 -1.0 -1.1
```
Forces are in eV/Å.

Properties
E_tot in eV: -11480.4946
Molar mass in g/mol: 124.1
Total charge: 0
E_LUMO in eV: 0.98
HOMO level in eV: -7.98
SMILES: C=COc1ccoc1C
Orbital gap in Eh: 0.329

---

No. 4
The following is a quantum chemistry calculation of a molecular structure, C19H19AsCaN5O2S5Sb, from OMol25.

```
53
Properties=species:S:1:pos:R:3:forces:R:3
Ca 0.475442 -0.352257 -1.943861 0.2 -0.4 1.3
S 5.305620 -0.188611 -4.511845 0.0 -0.1 -0.1
Sb 3.760598 -0.503026 -2.894411 0.3 0.1 0.3
S 2.488204 -2.581662 -3.620942 -0.2 0.1 -0.2
S 2.358826 1.340645 -2.573454 0.3 0.2 -0.3
S 4.351676 -1.240983 -0.814830 -0.1 0.0 0.1
N 0.332405 -3.005827 -1.467131 -0.1 0.0 -0.2
N 0.177583 -3.714712 -2.710507 0.0 0.2 0.0
C 0.575873 -2.843200 -3.806921 -0.1 0.8 0.0
N 0.313217 -3.457691 -5.085793 0.1 0.0 0.2
N -0.225599 -1.655890 -3.569892 0.2 0.4 -1.7
N -0.054434 -0.581428 -4.355078 -0.8 -0.6 0.9
O 0.562866 -0.560739 -5.403535 -0.2 0.0 -0.2
O -0.577150 0.482752 -3.817491 0.4 -0.9 -1.0
H 1.118759 -3.359244 -0.931060 0.0 0.0 -0.1
H -0.525588 -3.123853 -0.930829 0.2 0.0 0.2
H 0.787566 -4.524384 -2.717711 0.0 0.0 0.0
H 0.996318 -4.197621 -5.223925 0.0 0.0 0.0
H 0.542865 -2.743954 -5.774458 0.0 -0.1 0.0
S -1.985781 -2.569279 1.055730 0.2 0.5 0.5
C -1.212605 -1.892920 2.486245 0.0 -0.3 0.1
C -1.295441 -2.539892 3.737794 0.0 -0.1 0.0
C -0.660541 -2.055473 4.869572 0.0 0.0 -0.2
C 0.104320 -0.891629 4.812580 0.0 0.0 -0.1
C 0.205977 -0.222363 3.600858 -0.2 -0.1 0.2
C -0.456962 -0.700308 2.474161 -0.2 -0.2 -0.1
As -0.269736 0.115035 0.756222 0.0 0.9 0.4
C -1.925606 1.119617 0.435847 0.1 -0.2 0.1
C -1.917201 2.043884 -0.603774 -0.2 0.1 -0.1
C -3.062909 2.767529 -0.920898 0.1 -0.1 0.1
C -4.223194 2.573529 -0.186596 0.0 -0.1 0.1
C -4.230942 1.655751 0.859341 0.0 0.0 0.0
C -3.090073 0.924449 1.169184 0.0 0.1 -0.2
C 0.822039 1.686060 1.253840 0.0 -0.3 0.0
C 0.295123 2.837973 1.836232 0.2 0.1 0.0
C 1.137809 3.872627 2.224799 0.1 -0.1 -0.1
C 2.514274 3.759312 2.035303 -0.1 0.0 0.0
C 3.040234 2.613850 1.456533 -0.1 0.0 0.0
C 2.197278 1.577737 1.063376 0.0 0.2 0.0
H -1.869646 -3.457884 3.786007 0.0 0.0 0.0
H -0.750822 -2.600131 5.804266 0.0 0.0 0.0
H 0.615578 -0.514187 5.690007 0.0 0.0 0.0
H 0.799865 0.678742 3.539659 0.0 0.0 0.0
H -1.013545 2.239886 -1.174683 0.1 -0.1 0.0
H -3.038486 3.475894 -1.738728 0.0 0.0 0.0
H -5.119851 3.131401 -0.431224 0.0 0.0 0.0
H -5.136680 1.495906 1.432769 0.0 0.0 0.0
H -3.104164 0.194254 1.964497 0.0 -0.1 0.1
H -0.771911 2.932016 1.992774 -0.1 0.0 0.0
H 0.722037 4.767682 2.673248 0.0 0.0 0.0
H 3.172906 4.569399 2.328078 0.0 0.0 0.0
H 4.104987 2.516557 1.281573 0.0 0.0 0.0
H 2.638625 0.706660 0.589085 0.0 -0.1 0.0
```
Forces are in eV/Å.

Properties
E_tot in eV: -171550.2883
Molar mass in g/mol: 746.5
Total charge: -2
E_LUMO in eV: 4.35
HOMO level in eV: -2.38
Orbital gap in Eh: 0.247